CH5P | wB97M-V/def2-TZVPD

Summary:
2S+1	1
energy above the lowest of the compared OMol25 structures with the same formula, charge and spin	100.6	kJ/mol
highest occupied orbital energy	-9.8	eV
total charge	0
Kohn-Sham gap	10.5	eV
lowest unoccupied orbital energy	0.70	eV

```
7
Properties=species:S:1:pos:R:3:forces:R:3:lowdin_charge:R:1
C 0.0333 0.0870 0.6706 -1.1 -2.2 1.0 -0.5191
P 0.5573 -0.7257 -0.9039 0.5 3.8 -1.0 0.6592
H -0.7961 -0.6138 0.9241 0.4 0.3 0.3 0.0123
H -0.4857 0.9998 0.5909 -0.2 1.3 -0.4 -0.0025
H 0.6360 0.0823 1.5616 0.8 0.1 0.0 0.0099
H 0.8836 0.8722 -1.6573 -0.6 -3.2 1.0 -0.0174
H -0.8283 -0.7018 -1.1861 0.2 -0.1 -0.9 -0.1424
```
Positions in Å, forces in eV/Å.

***

CH10O3 | wB97M-V/def2-TZVPD

Summary:
2S+1	1
energy above the lowest of the compared OMol25 structures with the same formula, charge and spin	43.2	kJ/mol
highest occupied orbital energy	-11.2	eV
total charge	0
Kohn-Sham gap	11.4	eV
lowest unoccupied orbital energy	0.25	eV
SMILES	C.O.O.O

```
14
Properties=species:S:1:pos:R:3:forces:R:3:lowdin_charge:R:1
C -0.9035 -2.1917 -0.7476 -0.9 0.0 -0.3 -0.0319
H -1.0927 -1.2146 -0.3137 0.3 0.1 0.2 -0.0134
H 0.1513 -2.3640 -0.9291 0.0 0.0 0.1 0.0196
H -1.4745 -2.2129 -1.6789 0.3 0.0 -0.1 0.0238
H -1.3576 -2.9520 -0.1167 0.3 -0.1 0.2 0.0190
H -1.2094 1.0315 -0.4202 -0.1 0.2 0.1 0.0354
H -0.4168 2.2137 0.2203 -0.3 -0.2 -0.1 0.0445
O -0.4137 1.5653 -0.4974 0.4 0.1 0.1 -0.0471
H 0.7340 1.7761 2.5574 0.0 0.0 0.2 0.0401
H -0.4266 0.8966 2.1589 0.0 0.0 0.3 0.0204
O -0.1626 1.5423 2.8292 0.1 -0.1 -0.5 -0.0568
H 2.5412 -0.0406 -0.8081 -0.1 0.0 0.0 0.0236
H 1.5896 1.1567 -0.9803 0.1 -0.3 -0.2 -0.0084
O 2.4414 0.7937 -1.2738 -0.1 0.2 0.1 -0.0687
```
Positions in Å, forces in eV/Å.

***

C30H46CoN5OS2Si | wB97M-V/def2-TZVPD

Summary:
2S+1	2
highest occupied orbital energy (alpha / beta)	-10.2 / -10.1	eV
total charge	+1
Kohn-Sham gap (alpha / beta)	6.0 / 5.9	eV
lowest unoccupied orbital energy (alpha / beta)	-4.21 / -4.21	eV

```
86
Properties=species:S:1:pos:R:3:forces:R:3:lowdin_charge:R:1
Co 0.1193 -2.3377 0.2360 -0.3 0.2 -0.1 0.0171
S 0.7979 -0.6398 1.7739 -1.2 0.8 -0.4 0.8532
C -0.4479 0.5553 1.7411 4.2 0.1 3.2 -0.5544
N -0.3066 1.6197 2.5778 -0.8 -1.4 -1.2 -0.1023
C -1.0865 2.8053 2.3343 -0.9 0.5 -0.2 -0.0959
C -2.5138 2.3951 1.9964 0.4 0.6 0.6 -0.0959
N -2.4816 1.4896 0.8736 1.5 -0.9 0.3 -0.1037
C -3.4725 1.6698 -0.1676 -0.4 -0.1 -0.4 -0.1260
C -3.3288 3.0373 -0.7846 -0.1 0.1 0.2 -0.2230
C -2.1742 3.3549 -1.4880 -0.1 -0.1 0.0 -0.0348
C -2.0008 4.6149 -2.0274 0.1 0.0 0.0 -0.0675
C -2.9785 5.5812 -1.8544 0.0 0.1 0.0 -0.0734
C -4.1321 5.2734 -1.1530 0.0 0.2 0.0 -0.0670
C -4.3036 4.0099 -0.6112 0.0 -0.1 -0.1 -0.0450
C -1.5448 0.4973 0.8670 -4.0 -1.0 -3.6 -0.5765
S -1.8008 -0.8422 -0.1890 0.6 1.0 1.3 0.8646
C 0.6350 1.6807 3.6679 0.6 -0.1 0.4 -0.1401
C 1.7310 2.6820 3.4153 -0.1 0.1 0.1 -0.2187
C 1.8791 3.7881 4.2386 0.0 -0.1 0.0 -0.0403
C 2.9093 4.6863 4.0187 0.1 0.1 0.0 -0.0687
C 3.7868 4.4884 2.9667 0.0 0.1 0.1 -0.0757
C 3.6213 3.4024 2.1230 0.0 0.0 -0.1 -0.0718
C 2.5974 2.5017 2.3453 0.0 0.0 -0.1 -0.0427
H -0.6620 3.3820 1.5025 0.0 0.0 0.1 0.1479
H -1.0654 3.4180 3.2343 0.0 0.1 -0.1 0.1375
H -3.1093 3.2726 1.7410 0.1 -0.1 0.0 0.1321
H -2.9675 1.9002 2.8665 0.0 0.1 -0.1 0.1469
H -4.4726 1.5492 0.2587 0.0 -0.1 0.0 0.1424
H -3.3228 0.8906 -0.9177 -0.1 0.1 0.2 0.0753
H -1.4172 2.5964 -1.6187 0.1 0.0 0.0 0.0856
H -1.1025 4.8430 -2.5815 0.1 0.0 0.0 0.1068
H -2.8377 6.5692 -2.2690 0.0 0.0 0.0 0.1087
H -4.8975 6.0239 -1.0243 -0.1 0.0 0.0 0.1091
H -5.2063 3.7760 -0.0636 -0.1 0.0 0.0 0.1164
H 1.0656 0.6876 3.8078 -0.2 0.1 0.0 0.0819
H 0.0845 1.9571 4.5742 0.0 0.0 -0.1 0.1376
H 1.1924 3.9395 5.0601 0.0 0.0 0.1 0.1134
H 3.0261 5.5382 4.6702 0.0 0.1 0.1 0.1085
H 4.6074 5.1715 2.8119 0.0 0.1 0.0 0.1074
H 4.2998 3.2537 1.2962 0.1 0.0 -0.1 0.1041
H 2.4670 1.6430 1.7013 0.0 -0.1 -0.1 0.0758
C 3.6233 -2.2885 -0.5677 -0.2 -0.1 0.2 -0.0235
N 3.2966 -1.2072 -1.4734 -0.1 0.1 0.1 -0.1245
C 4.3001 -0.9107 -2.4746 0.2 0.1 -0.2 -0.0398
C 2.0036 -0.8315 -1.5970 -0.3 -0.5 0.3 -0.4723
O 1.0779 -1.5259 -1.1318 1.2 0.8 -1.5 -0.1343
N 1.7367 0.3146 -2.2877 -0.1 0.0 -0.1 -0.1294
C 2.4759 1.5317 -2.0147 0.1 0.1 0.0 -0.0379
C 0.3672 0.5394 -2.6965 -0.1 -0.1 0.0 -0.0400
H 4.6713 -2.1966 -0.2841 0.0 0.0 0.0 0.0977
H 3.4610 -3.2693 -1.0275 0.0 0.1 0.0 0.1016
H 3.0057 -2.2123 0.3318 0.1 -0.1 -0.1 0.0708
H 4.6663 -1.8421 -2.9167 0.0 0.0 0.1 0.1007
H 5.1482 -0.3847 -2.0314 0.0 0.0 -0.1 0.0957
H 3.8695 -0.3091 -3.2687 0.0 0.0 0.0 0.0909
H 3.4315 1.3014 -1.5544 0.0 0.1 0.0 0.0823
H 1.9035 2.1642 -1.3257 0.0 0.0 0.0 0.0920
H 2.6347 2.0863 -2.9401 0.1 0.0 0.0 0.0986
H -0.1015 -0.4110 -2.9410 0.0 0.1 0.0 0.0723
H 0.3705 1.1853 -3.5728 0.0 0.0 -0.1 0.1038
H -0.2245 1.0132 -1.9072 0.1 0.0 0.0 0.0504
C -2.1579 -5.3526 3.7457 0.1 0.0 0.0 -0.0779
C -0.6729 -5.0284 3.5295 -0.1 -0.7 0.7 -0.1984
C -0.4899 -4.0327 2.5140 0.1 1.4 -1.5 -0.0886
N -0.3841 -3.2910 1.6345 -0.6 -2.0 2.7 0.0409
H -2.2442 -6.2264 4.3874 0.0 0.0 0.0 0.0806
H -2.6397 -5.5636 2.7946 -0.1 -0.1 0.0 0.0816
H -2.6747 -4.5205 4.2168 0.0 0.0 0.0 0.0800
H -0.1439 -5.9299 3.1982 0.0 0.1 0.1 0.1313
H -0.2093 -4.7015 4.4655 0.0 0.0 -0.2 0.1259
C 0.7440 -3.2456 -3.7509 -0.6 0.0 0.4 -0.1691
Si -0.6719 -3.8723 -2.6274 0.4 -1.1 0.6 0.5034
C -2.2993 -2.9261 -2.9149 0.6 -0.3 0.1 -0.1913
C -0.8610 -5.7154 -3.1276 -0.2 0.8 -0.2 -0.1935
C -0.2500 -4.0135 -0.7645 -0.1 1.0 -1.1 -0.2910
H 0.6448 -3.6974 -4.7339 0.0 -0.1 -0.2 0.0283
H 1.7145 -3.5318 -3.3565 0.2 -0.1 0.2 0.0229
H 0.7433 -2.1696 -3.8875 0.0 0.2 0.0 0.0006
H -2.6679 -3.0768 -3.9244 0.0 0.0 -0.2 0.0280
H -2.1856 -1.8588 -2.7596 0.1 0.3 0.0 -0.0271
H -3.0683 -3.2643 -2.2274 -0.1 -0.1 0.2 0.0274
H -1.1259 -5.7792 -4.1767 -0.1 -0.1 -0.3 0.0172
H -1.6299 -6.2350 -2.5676 -0.2 0.0 0.2 0.0205
H 0.0708 -6.2577 -2.9967 0.2 0.0 0.1 0.0248
H 0.6408 -4.6382 -0.6330 0.1 -0.1 -0.1 0.0167
H -1.0855 -4.5443 -0.3065 -0.1 -0.1 0.0 0.0029
```
Positions in Å, forces in eV/Å.

***

C3H12N4O2 | wB97M-V/def2-TZVPD

Summary:
2S+1	1
energy above the lowest of the compared OMol25 structures with the same formula, charge and spin	800.3	kJ/mol
highest occupied orbital energy	-7.9	eV
total charge	0
Kohn-Sham gap	8.8	eV
lowest unoccupied orbital energy	0.87	eV

```
21
Properties=species:S:1:pos:R:3:forces:R:3:lowdin_charge:R:1
C 0.7152 -1.7526 0.5167 -3.6 -0.1 -2.0 -0.1541
C 2.4809 -0.2487 -0.0567 -0.3 0.2 -0.1 -0.1260
N 1.4261 -0.6080 0.8612 0.8 3.0 1.4 -0.1412
N 0.6955 1.7544 1.5650 0.8 -0.1 0.3 -0.0093
O 0.3280 0.7194 0.7665 1.0 -2.0 -0.5 -0.2569
H 0.9339 2.5811 1.0234 -0.2 -0.3 0.0 0.0756
H -0.0120 1.9459 2.2642 0.0 -0.2 -0.1 0.0819
H 1.3194 -2.5437 0.0622 0.1 0.3 0.1 0.0903
H -0.1721 -1.4310 -0.2398 2.6 -1.2 1.4 0.0893
H 0.1265 -2.1275 1.3535 0.3 -0.2 0.3 0.0753
H 2.1825 -0.3194 -1.1131 0.0 0.0 0.0 0.0807
H 2.8093 0.7695 0.1682 0.0 -0.2 0.0 0.0707
H 3.3220 -0.9274 0.1221 -0.1 0.1 0.0 0.0878
N -2.5432 -1.5011 -0.7126 0.1 0.8 0.1 0.0180
C -1.4626 1.7597 -1.1887 0.6 -0.4 -0.1 -0.0711
O -1.4814 -0.6161 -0.6908 -1.0 2.5 -0.2 -0.3152
N -1.9677 0.9516 -0.3763 -1.3 -2.2 -0.7 0.0766
H -3.0326 -1.4568 0.1807 0.1 0.1 -0.1 0.0860
H -3.1786 -1.2469 -1.4668 0.0 0.0 0.1 0.0791
H -0.5851 1.5440 -1.7965 -0.3 -0.2 -0.3 0.0847
H -1.9040 2.7538 -1.2425 0.2 0.0 0.4 0.0779
```
Positions in Å, forces in eV/Å.

***

C5H10ClNO2 | wB97M-V/def2-TZVPD

Summary:
2S+1	1
energy above the lowest of the compared OMol25 structures with the same formula, charge and spin	584.8	kJ/mol
highest occupied orbital energy (alpha / beta)	-9.0 / -9.0	eV
total charge	0
Kohn-Sham gap (alpha / beta)	8.7 / 8.7	eV
lowest unoccupied orbital energy (alpha / beta)	-0.26 / -0.26	eV

```
19
Properties=species:S:1:pos:R:3:forces:R:3:lowdin_charge:R:1
C -2.2387 0.0354 1.3169 -0.4 2.1 4.5 -0.1269
C 2.0739 1.1582 -1.1897 -0.7 -0.8 0.4 -0.1432
C -1.1556 -0.8476 0.8267 1.4 -1.8 0.5 -0.2975
C -0.4661 -0.4109 -0.3813 2.4 2.1 -0.7 -0.1093
C 1.2693 1.0258 0.0544 -1.2 -2.8 -0.2 -0.5269
N 0.3513 -1.3544 -1.1104 -1.3 1.5 2.0 -0.4496
O 0.7900 -0.9916 -2.1657 0.3 0.3 -3.0 0.0041
O 0.6745 -2.3793 -0.5801 0.2 -1.7 1.1 0.0686
Cl 1.9432 0.1639 1.4568 -0.3 1.1 -0.9 0.6366
H -1.9071 1.0949 1.8196 -0.4 -2.5 -1.5 0.1300
H -3.0378 0.2455 0.6804 -0.9 0.4 -1.7 0.0375
H -2.8303 -0.4239 2.1918 1.2 0.3 -1.0 0.0967
H 1.4782 0.5287 -1.9872 1.3 1.4 1.0 0.0893
H 2.9942 0.5865 -0.9588 -0.1 0.8 -0.8 0.0785
H 2.1532 2.2549 -1.4278 0.3 -1.3 0.0 0.1004
H -0.3346 -1.0188 1.5942 -1.0 0.1 -0.5 0.0937
H -1.5160 -1.8799 0.5937 0.0 0.6 0.4 0.1369
H -0.7950 0.4297 -0.9712 -0.5 -0.5 -0.5 0.1264
H 0.5534 1.7829 0.2376 -0.3 0.7 0.9 0.0545
```
Positions in Å, forces in eV/Å.

***

C24H44Cl5F16N2O10 | wB97M-V/def2-TZVPD

Summary:
2S+1	2
highest occupied orbital energy (alpha / beta)	-2.3 / -9.6	eV
total charge	0
Kohn-Sham gap (alpha / beta)	2.4 / 9.7	eV
lowest unoccupied orbital energy (alpha / beta)	0.10 / 0.10	eV

```
101
Properties=species:S:1:pos:R:3:forces:R:3:lowdin_charge:R:1
C -0.7749 6.2261 1.5123 0.1 0.5 -1.0 -0.0680
O 0.2285 6.0029 0.4947 0.6 -0.5 -0.4 -0.1875
C 0.0272 4.9255 -0.4196 -0.1 -0.6 -0.2 -0.1927
C 1.2599 4.5355 -1.2845 1.2 0.0 0.4 -0.0809
N 2.4529 3.9752 -0.5217 0.5 1.3 -0.4 0.0777
H 2.6676 4.7347 0.1086 0.2 0.2 1.0 0.1366
H 2.2119 3.1530 0.0131 0.0 -0.7 0.0 0.1421
C 3.7886 3.8439 -1.3356 -1.5 -0.5 1.1 -0.0282
C 4.5028 5.2044 -1.4403 -0.3 -1.1 -1.4 -0.2627
O 4.4354 5.8915 -0.2788 0.1 1.5 2.7 -0.1931
C 5.1469 7.1610 -0.2558 -0.2 -0.6 -0.3 -0.0364
H -1.2671 5.2987 1.8049 0.0 0.1 0.1 0.0808
H -1.4780 6.9651 1.1279 -0.5 -0.4 -0.3 0.0844
H -0.3450 6.7743 2.3506 0.5 -0.6 0.1 0.0879
H -0.7515 5.0565 -1.1709 -0.2 0.9 -0.2 0.1154
H -0.3920 4.0573 0.0889 0.5 -0.4 0.5 0.1148
H 1.7719 5.3574 -1.7850 -0.8 0.5 0.0 0.1210
H 1.0942 3.7969 -2.0688 -0.8 0.0 0.2 0.1107
H 3.4644 3.4138 -2.2832 0.4 0.2 -0.1 0.1255
H 4.3488 3.0937 -0.7774 0.1 0.1 -0.1 0.1302
H 3.9990 5.7791 -2.2175 0.3 0.1 -0.6 0.1240
H 5.5471 4.9882 -1.6655 0.1 0.0 -0.7 0.1378
H 6.2124 7.0390 -0.4502 0.1 -0.4 -0.1 0.0897
H 5.0722 7.6280 0.7262 -0.4 -0.3 -0.1 0.0945
H 4.7460 7.8202 -1.0258 -0.2 0.1 0.0 0.0914
C -3.6572 -3.9321 -4.6347 1.4 0.3 -1.3 -0.0905
O -2.7824 -2.8266 -4.3657 0.4 0.3 -0.1 -0.2511
C -2.0144 -2.3336 -5.5080 -1.1 -0.2 1.1 -0.2055
C -1.1431 -1.1541 -5.0736 -2.1 0.2 1.3 -0.1214
N -2.0584 -0.2111 -4.1204 3.8 0.1 -0.3 0.0955
H -2.6045 0.3572 -4.7521 -0.7 0.9 -0.7 0.0407
H -2.6676 -0.7581 -3.5289 -0.2 -0.5 0.2 0.1247
C -1.0989 0.7040 -3.1986 -1.2 -1.9 -0.8 -0.1054
C -1.7410 2.0144 -2.8545 -0.2 0.0 -0.5 -0.3148
O -3.0240 1.8430 -2.3214 0.0 -0.1 1.7 -0.2233
C -3.4932 2.9824 -1.5776 -0.3 -0.3 -1.2 -0.0943
H -3.9672 -4.4188 -3.7099 0.1 0.3 -0.1 0.0897
H -3.0667 -4.5917 -5.2705 0.0 -0.8 0.3 0.0781
H -4.4788 -3.6871 -5.3077 -0.5 0.5 0.4 0.0809
H -2.7608 -2.0314 -6.2426 0.1 0.4 -0.2 0.1051
H -1.4157 -3.1047 -5.9928 0.2 -0.3 0.3 0.1226
H -0.9255 -0.5755 -5.9714 0.2 0.4 0.2 0.0591
H -0.2497 -1.3769 -4.4902 -0.3 -0.2 -0.2 0.0433
H -0.1626 0.8459 -3.7383 -0.2 0.1 -0.3 0.0854
H -0.8969 -0.0030 -2.3940 0.0 0.5 0.4 0.1138
H -1.8325 2.5997 -3.7694 0.2 0.2 -0.2 0.0688
H -1.0744 2.5634 -2.1894 0.2 0.0 0.4 0.1003
H -4.4739 2.7215 -1.1798 -0.1 0.1 -0.4 0.0898
H -3.5078 3.7742 -2.3266 -0.6 0.5 0.3 0.0834
H -2.9474 3.3607 -0.7133 0.9 -0.6 0.0 0.0663
Cl 1.9252 0.1012 0.1816 0.5 -2.0 -3.8 0.5871
O 1.1632 0.8868 -0.7291 -1.3 2.5 -0.9 -0.3951
O 3.3203 0.3198 -0.2210 -0.6 -0.4 1.3 -0.3661
O 1.6194 0.4160 1.4984 0.3 1.6 3.4 -0.3383
O 1.4627 -1.2345 -0.0451 1.0 -1.2 0.0 -0.3538
C -2.5089 -2.6229 4.4839 -0.1 1.5 1.4 -0.0247
C -1.1650 -2.7080 5.2725 -1.3 0.6 -1.8 -0.4682
C -1.1973 -3.7303 6.3892 3.3 0.8 2.2 -0.3523
F -1.9401 -3.3493 7.4515 -1.3 0.0 -0.4 0.1004
F -1.3970 -4.9776 6.0245 -1.7 -1.1 -0.8 0.1271
F -0.2149 -3.0442 4.4193 1.3 -1.3 -1.2 0.1354
F -0.6820 -1.5264 5.7132 -1.0 0.5 1.2 0.1031
O -2.4604 -1.9548 3.2340 0.8 -0.4 -0.8 0.0185
C -2.7326 -0.6051 3.0849 -0.3 -2.0 -0.6 -0.5427
C -2.1539 -0.2337 1.6650 1.2 -0.1 -0.1 -0.2403
F -2.3826 -1.2215 0.7482 -0.3 0.8 0.9 0.0831
F -2.5370 0.9512 1.1340 -1.0 -0.2 0.4 0.0885
F -4.0417 -0.3967 3.2470 -0.8 0.3 -0.4 0.1619
F -2.1466 0.0752 4.0482 0.9 1.2 0.5 0.1547
H -3.1800 -2.0599 5.1326 -0.3 -0.3 0.2 0.1474
H -2.8811 -3.6401 4.3624 0.0 0.1 -0.4 0.1488
H -0.1946 -3.7870 6.8128 0.5 0.6 -0.2 0.1728
H -1.0832 -0.0945 1.8143 0.3 -0.6 0.0 0.1552
C 0.0157 -4.2773 1.2348 0.2 -1.1 -0.2 -0.0485
C 0.3951 -4.5345 -0.2089 0.4 3.4 -0.3 -0.5371
C -0.6556 -3.8901 -1.1378 -1.4 -1.6 -1.3 -0.3545
F -0.9180 -2.6454 -0.9734 0.3 4.2 2.0 0.1172
F -0.3942 -3.9098 -2.4721 0.9 -1.6 -0.3 0.0800
F 1.6213 -4.0519 -0.4401 1.2 1.9 -0.1 0.1300
F 0.5742 -5.7507 -0.5605 -1.2 -4.4 -0.4 0.1889
O 0.9873 -4.9826 2.0313 -0.3 -0.4 1.7 0.0157
C 0.3710 -5.9836 2.8859 1.7 3.7 -1.6 -0.5217
C 1.5066 -6.7031 3.6690 -0.4 -0.5 -1.7 -0.3424
F 2.1783 -5.8776 4.4142 1.0 1.9 0.9 0.1535
F 1.0987 -7.6724 4.4817 -1.2 -0.9 0.3 0.1183
F -0.5693 -5.3547 3.5880 -0.3 -0.7 1.0 0.1414
F -0.2209 -6.7527 2.0337 -1.5 -2.9 -0.7 0.1910
H -0.9859 -4.6877 1.3638 -0.1 0.2 0.2 0.1418
H 0.0025 -3.2005 1.4030 0.3 -0.1 0.2 0.1421
H -1.6459 -4.3025 -0.9446 0.1 -1.5 -0.2 0.1696
H 2.1368 -7.1534 2.9021 0.2 0.1 -0.1 0.1752
C 0.7908 1.6139 4.7408 -0.4 0.0 -0.2 -0.9742
Cl 0.4441 3.1611 3.8599 0.3 -0.8 0.1 0.4541
Cl -0.0771 1.6536 6.2952 0.6 -0.1 -0.2 0.5122
H 0.4265 0.7321 4.2138 -0.3 0.5 -0.3 0.0031
H 1.8708 1.4844 4.8112 -0.2 0.4 0.5 0.0390
C 3.2527 -1.5043 -3.2976 0.1 -0.7 0.3 -0.9085
Cl 5.0565 -1.7567 -3.4893 -1.5 0.3 -0.2 0.4564
Cl 2.2224 -2.2540 -4.6291 1.1 0.7 0.9 0.4729
H 2.9690 -1.9988 -2.3686 0.1 -0.2 -0.3 0.0061
H 3.0296 -0.4485 -3.1436 0.2 -0.1 -0.7 0.0196
```
Positions in Å, forces in eV/Å.